Below is a cluster of 10 separate species, C9H38O13 in total, with properties calculated with the ωB97M-V functional and the def2-TZVPD basis.

Geometry as XYZ:
```
60
Properties=species:S:1:pos:R:3:lowdin_charge:R:1
O -1.3199 1.8763 1.2175 -0.072
O -4.8938 2.3767 0.8348 -0.056
O -0.8407 2.0832 -4.4287 -0.043
O 4.2531 2.3148 -1.3942 -0.053
O 1.6654 2.4673 -2.3804 -0.033
O -3.0121 -5.6367 1.0949 -0.049
O 1.2646 -1.6495 -1.3504 -0.051
O -3.3518 0.5366 -0.5639 -0.074
O 0.3656 0.6083 3.5021 -0.051
O -1.4625 3.1275 4.3312 -0.052
O -1.2241 -3.1640 1.1195 -0.081
O 2.2045 3.5681 0.3534 -0.059
O -4.6327 -1.6001 -1.4323 -0.015
C 4.4549 3.0814 -0.2912 -0.325
C 1.7480 -0.8430 0.8323 -0.075
C -1.9529 0.3130 -0.7040 -0.208
C -1.5050 -3.9326 -0.0927 -0.206
C -1.0906 1.4206 -0.1432 -0.207
C 3.6430 -1.8758 -0.6124 -0.028
C 3.4485 2.8806 0.7941 -0.181
C -1.8859 -5.3752 0.2593 -0.243
C 2.2857 -1.0693 -0.5297 -0.477
H -0.4553 0.1295 3.6166 0.033
H -4.5428 1.8876 0.0907 -0.012
H -2.1382 2.3781 1.2329 0.074
H -1.6684 0.2960 -1.7561 0.107
H 3.3676 1.8115 0.9900 0.102
H -0.3133 1.8470 -5.1917 0.038
H 3.5187 -2.9183 -0.3191 0.066
H -0.7021 -3.7217 1.7010 0.074
H 3.9089 -1.9098 -1.6689 0.077
H -4.8080 3.2954 0.5801 0.030
H 3.9306 3.1875 1.7223 0.114
H -2.6250 -5.7372 1.9676 0.082
H 0.9905 -2.4158 -0.8411 0.054
H 2.4931 -0.0856 -0.9507 0.115
H 2.3750 -0.2178 1.4679 0.075
H -1.0271 -5.5898 0.8953 0.106
H 1.4307 3.0017 0.3983 0.052
H 3.3014 2.3614 -1.5112 0.019
H -1.7518 -6.0886 -0.5538 0.123
H -1.6215 -0.6871 -0.4243 0.105
H -1.2099 1.2536 -4.1259 0.028
H 4.5502 4.1227 -0.5989 0.120
H -4.4972 -2.3262 -0.8235 0.058
H 0.2288 1.1341 2.7141 -0.001
H -3.8625 -0.2582 -0.7344 0.023
H -2.1459 -3.4004 -0.7955 0.110
H 1.4349 2.0347 -3.2026 0.040
H -5.1539 -1.9759 -2.1418 0.068
H 4.3535 -1.4853 0.1162 0.078
H 5.4751 2.8712 0.0300 0.120
H -1.1561 2.3491 -0.7104 0.117
H 1.1856 3.2952 -2.4022 0.059
H 0.6862 -0.6686 1.0066 0.067
H -1.3751 3.0586 5.2819 0.031
H -1.6838 2.2411 4.0457 0.006
H -0.0229 1.2870 -0.3176 0.096
H 1.9018 -1.7844 1.3598 0.080
H -0.5332 -4.0806 -0.5637 0.102
```

The value obtained for the LUMO energy is -0.02 eV. For the HOMO energy, the calculation gives -0.3458 Eh. The total charge is 0. As for the SMILES: CC(C)O.OCCO.OCCO.OCCO.O.O.O.O.O.O.

Below is a cluster of 3 separate species, C4H13NO2 in total, with properties calculated with the ωB97M-V functional and the def2-TZVPD basis.

Geometry as XYZ:
```
20
Properties=species:S:1:pos:R:3:lowdin_charge:R:1
O 2.6403 -1.0791 -0.1992 -0.030
O -1.8885 1.4859 1.9848 -0.107
N 0.4090 1.1928 0.3820 0.061
C -0.9675 -0.6314 -0.5017 -0.110
C 0.4633 0.6605 -1.9446 -0.096
C -1.5295 -1.2504 0.8198 -0.101
C -0.1315 0.4267 -0.6834 -0.469
H -1.0170 -2.2855 0.9920 0.096
H -2.5891 -1.3632 0.7631 0.050
H 0.8709 1.6613 -2.1013 0.083
H -1.4352 1.5328 2.8275 0.028
H -1.2511 1.6643 1.2249 0.027
H 3.4993 -0.6517 -0.2630 0.046
H 0.5821 0.5029 1.1671 0.118
H 2.8292 -1.9842 -0.0012 0.030
H -0.3351 0.4446 -2.7339 0.110
H -1.4758 -1.1249 -1.3522 0.100
H 1.3247 1.4641 0.1652 0.058
H -1.2304 -0.5685 1.6265 0.025
H 1.2318 -0.0971 -2.1723 0.081
```

The value obtained for the LUMO energy is 0.41 eV. For the HOMO energy, the calculation gives -0.2926 Eh. The total charge is 0. As for the SMILES: C/C=C(/C)N.O.O.

no.,maximum force (eV/A)
1,2.681
2,4.364